1.
{
  "formula": "C13H20AsIN4O3STi",
  "method": "the ωB97M-V functional and the def2-TZVPD basis",
  "species": ["Ti", "N", "C", "S", "N", "N", "C", "C", "C", "C", "C", "C", "C", "O", "H", "H", "H", "H", "H", "H", "H", "C", "As", "C", "C", "O", "H", "H", "H", "H", "H", "H", "H", "H", "H", "N", "C", "O", "C", "I", "H", "H", "H", "H"],
  "positions_angstrom": [[-0.13, 0.34, 0.32], [-4.01, 1.77, 2.05], [-2.93, 1.37, 1.37], [-1.56, 0.81, 2.28], [-2.99, 1.41, 0.07], [-1.87, 1.03, -0.62], [-1.95, 1.29, -1.88], [-0.92, 1.10, -2.86], [-1.12, 1.58, -4.17], [-0.17, 1.42, -5.15], [1.01, 0.75, -4.84], [1.24, 0.27, -3.57], [0.30, 0.46, -2.56], [0.54, 0.01, -1.32], [-3.94, 1.88, 3.05], [-4.78, 2.20, 1.56], [-2.89, 1.73, -2.22], [-2.05, 2.10, -4.37], [-0.33, 1.81, -6.14], [1.77, 0.61, -5.61], [2.17, -0.24, -3.32], [2.30, -2.26, -0.13], [0.39, -2.60, -0.14], [-0.18, -3.07, -1.93], [0.21, -4.18, 0.96], [-0.68, -1.47, 0.52], [2.75, -3.05, -0.74], [2.65, -2.34, 0.90], [2.52, -1.29, -0.55], [0.44, -3.87, -2.31], [-0.11, -2.20, -2.58], [-1.22, -3.40, -1.86], [0.90, -4.96, 0.63], [-0.81, -4.54, 0.92], [0.45, -3.90, 1.99], [3.38, 0.50, 2.18], [2.08, 0.81, 2.18], [1.32, 0.15, 1.37], [1.60, 1.83, 3.00], [0.62, 3.02, 0.24], [3.76, -0.05, 1.42], [4.02, 1.07, 2.70], [2.27, 2.43, 3.59], [0.54, 2.03, 3.07]],
  "multiplicity": 2,
  "lumo_ha": [-0.13156, -0.19232],
  "gap_ev": [6.89, 5.22],
  "homo_ev": [-10.47, -10.46],
  "molar_mass_g_mol": 562.09,
  "e_above_lowest_kcal_mol": 21.4,
  "total_charge": 1
}

2.
{
  "formula": "C13H20BNO4S",
  "method": "the ωB97M-V functional and the def2-TZVPD basis",
  "species": ["C", "O", "C", "C", "C", "C", "C", "C", "N", "C", "O", "C", "C", "C", "S", "B", "O", "O", "C", "C", "H", "H", "H", "H", "H", "H", "H", "H", "H", "H", "H", "H", "H", "H", "H", "H", "H", "H", "H", "H"],
  "positions_angstrom": [[-6.65, -0.39, 0.34], [-5.69, 0.55, 0.01], [-4.31, 0.22, 0.38], [-3.73, -0.97, 0.68], [-2.31, -1.02, 0.83], [-1.57, 0.15, 0.79], [-0.11, 0.00, 0.93], [0.55, -0.89, -0.17], [2.02, -0.66, -0.36], [2.68, 0.53, -0.11], [2.04, 1.57, 0.00], [4.11, 0.59, -0.01], [4.65, 0.27, -1.48], [4.77, -0.31, 1.04], [6.43, 0.14, 1.36], [-0.08, -0.39, -1.57], [0.32, 0.84, -2.08], [-1.16, -1.09, -2.19], [-2.18, 1.40, 0.60], [-3.49, 1.35, 0.26], [-6.82, -0.50, 1.41], [-7.62, -0.10, -0.14], [-6.38, -1.32, -0.21], [-4.32, -1.85, 0.83], [-1.84, -1.98, 1.01], [0.33, 0.96, 1.03], [0.03, -0.50, 1.89], [0.40, -1.99, -0.02], [2.45, -1.53, -0.14], [4.52, 1.69, 0.15], [4.23, 1.04, -2.18], [5.72, 0.32, -1.73], [4.17, -0.75, -1.75], [4.24, -0.51, 1.98], [4.86, -1.33, 0.56], [5.99, 1.28, 1.93], [1.00, 1.26, -1.55], [-1.59, -0.75, -3.04], [-1.69, 2.41, 0.62], [-4.00, 2.26, 0.09]],
  "lumo_ha": 0.01661,
  "gap_ev": 8.84,
  "homo_ev": -8.39,
  "molar_mass_g_mol": 297.19,
  "e_above_lowest_kcal_mol": 35.0,
  "total_charge": 0
}

3.
{
  "formula": "C13H20BeBr3Cl2GaN2NaO3",
  "method": "the ωB97M-V functional and the def2-TZVPD basis",
  "species": ["N", "C", "C", "Ga", "C", "C", "O", "H", "H", "H", "H", "H", "H", "H", "H", "H", "C", "C", "C", "C", "C", "C", "N", "O", "O", "H", "H", "H", "H", "H", "Br", "C", "C", "Br", "H", "H", "H", "H", "C", "Cl", "Cl", "H", "H", "Be", "Br", "Na"],
  "positions_angstrom": [[-4.13, -0.89, 1.16], [-4.50, -1.37, -0.10], [-4.58, -0.30, -1.39], [-2.79, 0.79, -1.28], [-1.31, -0.54, -1.98], [-1.53, -0.58, -3.63], [-0.45, -0.49, -4.41], [-4.13, -1.69, 1.85], [-4.73, -2.51, -0.18], [-5.54, 0.37, -1.38], [-4.49, -0.99, -2.36], [-2.51, 1.19, 0.27], [-2.75, 2.05, -2.26], [-1.57, -1.61, -1.53], [-0.23, -0.21, -1.67], [-2.64, -0.70, -4.04], [4.36, 1.22, -5.69], [2.97, 1.31, -5.61], [2.35, 1.46, -4.37], [3.13, 1.51, -3.21], [4.53, 1.41, -3.28], [5.14, 1.26, -4.53], [2.49, 1.69, -1.90], [1.25, 1.76, -1.87], [3.22, 1.77, -0.90], [4.84, 1.11, -6.66], [2.37, 1.27, -6.52], [1.26, 1.53, -4.32], [5.15, 1.45, -2.39], [6.22, 1.19, -4.60], [-0.79, -0.38, 6.13], [-2.21, -0.07, 4.83], [-3.48, -0.80, 5.22], [-3.34, -2.71, 4.83], [-1.82, -0.37, 3.85], [-2.38, 1.01, 4.83], [-4.33, -0.45, 4.62], [-3.72, -0.71, 6.28], [2.30, -1.27, 8.02], [2.04, -2.81, 8.83], [3.11, -0.11, 9.08], [2.92, -1.43, 7.13], [1.33, -0.86, 7.72], [3.58, 1.74, 7.92], [-0.52, -3.08, -3.95], [5.93, -0.13, -6.61]],
  "lumo_ha": -0.25965,
  "gap_ev": 1.17,
  "homo_ev": -8.23,
  "molar_mass_g_mol": 664.66,
  "total_charge": 1
}

4.
{
  "formula": "C13H20BiF5N3O5STe",
  "method": "the ωB97M-V functional and the def2-TZVPD basis",
  "species": ["Bi", "C", "C", "C", "C", "C", "C", "C", "S", "O", "O", "N", "C", "C", "O", "O", "H", "H", "H", "H", "H", "H", "H", "H", "H", "N", "C", "C", "N", "C", "C", "H", "H", "H", "H", "H", "H", "H", "H", "H", "H", "H", "F", "Te", "F", "F", "F", "F", "O"],
  "positions_angstrom": [[1.57, 0.42, -0.51], [-2.61, 1.99, 6.56], [-2.18, 1.69, 5.16], [-1.07, 2.32, 4.59], [-0.69, 2.05, 3.29], [-1.42, 1.14, 2.55], [-2.54, 0.49, 3.08], [-2.90, 0.77, 4.38], [-0.97, 0.74, 0.91], [-2.14, 0.68, 0.08], [-0.18, -0.52, 0.94], [0.13, 1.81, 0.40], [-0.33, 2.76, -0.62], [-0.42, 2.09, -2.00], [-1.06, 2.53, -2.90], [0.32, 0.96, -2.12], [-1.88, 2.61, 7.08], [-2.74, 1.07, 7.13], [-3.56, 2.52, 6.56], [-0.51, 3.03, 5.18], [0.17, 2.54, 2.84], [-3.11, -0.20, 2.48], [-3.77, 0.28, 4.81], [0.39, 3.57, -0.68], [-1.31, 3.18, -0.39], [-0.37, -4.13, -2.93], [1.09, -3.83, -3.18], [1.57, -2.82, -2.14], [0.74, -1.62, -2.11], [-0.67, -1.91, -1.91], [-1.21, -2.88, -2.95], [-0.46, -4.57, -2.01], [-0.71, -4.81, -3.61], [1.14, -3.41, -4.18], [1.65, -4.76, -3.15], [2.60, -2.55, -2.37], [1.56, -3.28, -1.15], [0.87, -1.05, -2.94], [-1.24, -0.98, -1.95], [-0.81, -2.32, -0.90], [-1.14, -2.47, -3.96], [-2.24, -3.16, -2.75], [4.22, 2.59, -3.58], [4.31, 1.52, -2.08], [4.55, 0.26, -0.69], [5.47, 2.64, -1.19], [5.78, 0.74, -2.87], [3.33, 0.11, -2.90], [2.80, 2.18, -1.32]],
  "lumo_ha": -0.12484,
  "gap_ev": 8.53,
  "homo_ev": -11.93,
  "molar_mass_g_mol": 761.96,
  "e_above_lowest_kcal_mol": 0.0,
  "total_charge": 1
}

5.
{
  "formula": "C13H20BrNO2",
  "method": "the ωB97M-V functional and the def2-TZVPD basis",
  "species": ["C", "O", "C", "C", "N", "C", "C", "C", "O", "C", "C", "C", "C", "C", "C", "C", "Br", "H", "H", "H", "H", "H", "H", "H", "H", "H", "H", "H", "H", "H", "H", "H", "H", "H", "H", "H", "H"],
  "positions_angstrom": [[-6.79, -0.96, -0.23], [-5.65, -0.19, 0.05], [-5.34, 0.73, -0.98], [-4.11, 1.56, -0.59], [-2.83, 0.91, -0.76], [-2.53, -0.15, 0.20], [-1.98, 0.43, 1.50], [-0.69, 1.21, 1.24], [0.30, 0.28, 0.85], [1.50, 0.73, 0.45], [1.94, 2.05, 0.46], [3.22, 2.37, 0.03], [4.10, 1.40, -0.43], [5.48, 1.75, -0.90], [3.67, 0.08, -0.45], [2.40, -0.24, -0.02], [1.80, -2.04, -0.06], [-6.94, -1.61, 0.63], [-6.66, -1.56, -1.13], [-7.68, -0.32, -0.36], [-5.15, 0.19, -1.92], [-6.20, 1.40, -1.15], [-4.22, 1.86, 0.45], [-4.11, 2.46, -1.21], [-2.76, 0.55, -1.71], [-3.42, -0.76, 0.42], [-1.77, -0.79, -0.24], [-2.71, 1.10, 1.96], [-1.77, -0.38, 2.19], [-0.87, 1.94, 0.44], [-0.37, 1.73, 2.15], [1.28, 2.83, 0.81], [3.53, 3.41, 0.05], [5.67, 2.81, -0.77], [5.59, 1.50, -1.95], [6.22, 1.18, -0.34], [4.32, -0.70, -0.80]],
  "lumo_ha": 0.03329,
  "gap_ev": 9.13,
  "homo_ev": -8.22,
  "molar_mass_g_mol": 302.21,
  "e_above_lowest_kcal_mol": 1.8,
  "total_charge": 0
}

6.
{
  "formula": "C13H20CuF5N4O8Te",
  "method": "the ωB97M-V functional and the def2-TZVPD basis",
  "species": ["Cu", "C", "C", "N", "O", "C", "C", "N", "O", "H", "H", "H", "H", "H", "H", "H", "O", "C", "O", "C", "C", "N", "N", "C", "C", "O", "O", "H", "H", "H", "F", "Te", "F", "F", "F", "F", "O", "C", "C", "O", "C", "C", "H", "H", "H", "H", "H", "H", "H", "H", "H", "H"],
  "positions_angstrom": [[-0.22, 0.05, -0.06], [-1.59, 3.53, 1.94], [-1.19, 2.44, 1.00], [-0.42, 1.47, 1.33], [-0.02, 1.42, 2.66], [-1.66, 2.44, -0.38], [-2.51, 3.53, -0.96], [-1.28, 1.40, -1.10], [-1.55, 1.27, -2.31], [-1.01, 3.48, 2.85], [-2.65, 3.44, 2.18], [-1.45, 4.50, 1.45], [0.88, 1.05, 2.63], [-3.37, 3.75, -0.32], [-2.87, 3.19, -1.93], [-1.94, 4.45, -1.10], [-2.90, -5.17, 0.46], [-2.74, -4.74, 1.69], [-3.01, -5.41, 2.66], [-2.26, -3.34, 1.85], [-2.14, -2.73, 3.08], [-1.72, -1.47, 2.85], [-1.57, -1.21, 1.55], [-1.87, -2.34, 0.93], [-1.66, -2.39, -0.56], [-2.11, -3.37, -1.18], [-1.00, -1.45, -1.08], [-2.63, -4.47, -0.23], [-2.32, -3.12, 4.07], [-1.50, -0.75, 3.51], [2.35, 1.52, 0.16], [3.04, -0.08, 0.87], [2.67, 0.79, 2.53], [3.91, -0.97, -0.51], [3.93, -1.28, 1.98], [4.60, 0.94, 0.87], [1.46, -0.89, 0.81], [1.71, -2.45, -2.14], [1.50, -1.12, -2.84], [1.88, -0.02, -2.01], [2.44, 1.04, -2.75], [1.40, 1.90, -3.46], [1.45, -3.25, -2.83], [1.08, -2.54, -1.27], [2.75, -2.57, -1.85], [0.46, -1.01, -3.14], [2.11, -1.11, -3.75], [3.15, 0.64, -3.49], [3.00, 1.66, -2.06], [0.72, 1.29, -4.05], [1.88, 2.62, -4.11], [0.79, 2.44, -2.73]],
  "multiplicity": 2,
  "lumo_ha": [0.08122, 0.07169],
  "gap_ev": [7.73, 7.43],
  "homo_ev": [-5.52, -5.48],
  "molar_mass_g_mol": 646.46,
  "e_above_lowest_kcal_mol": 7.5,
  "total_charge": -1
}

| no. | F_max (eV Å⁻¹) | total energy (Eh) |
| --- | --- | --- |
| 1 | 2.36 | -4733.15450 |
| 2 | 4.87 | -1286.16654 |
| 3 | 7.17 | -11586.01273 |
| 4 | 0.90 | -2427.79722 |
| 5 | 0.60 | -3286.57560 |
| 6 | 0.93 | -3736.22639 |